Record 1
Entry from the Open Molecules 2025 dataset: a cluster of 2 separate species, C2HN3O2 in total at a distorted geometry (wB97M-V/def2-TZVPD).

Each line ends with the natural charge from an NBO analysis.
Atoms and positions in Å:
C 0.943 1.250 -1.753  0.3301
C 1.334 0.240 2.141  1.0243
N 0.003 0.538 -1.523  -0.4098
N -0.900 -0.411 -1.501  0.0115
N -1.819 -0.601 -0.660  -0.2756
O 2.361 0.404 2.647  -0.5109
O 0.364 0.074 1.543  -0.5149
H -2.285 -1.495 -0.895  0.3452

## Properties
Energy ... -391.44923 Ha
Total charge ... 0
Largest force on an atom ... 4.2 eV Å⁻¹

=====

Record 2
Entry from the Open Molecules 2025 dataset: a cluster of 2 separate species, C2HN3O2 in total at a distorted geometry (wB97M-V/def2-TZVPD).

Each line ends with the natural charge from an NBO analysis.
Atoms and positions in Å:
N 2.882 0.215 0.702  -0.2128
C 1.912 0.537 0.125  0.3114
N 0.786 0.757 -0.483  0.0540
O -0.154 1.551 -0.389  -0.1776
N -1.937 -0.514 0.151  -0.7600
C -0.891 -1.017 0.114  0.8477
O 0.063 -1.603 -0.028  -0.5132
H -2.661 0.075 -0.191  0.4503

## Properties
Energy ... -391.39164 Ha
Total charge ... 0
Largest force on an atom ... 5.0 eV Å⁻¹
SMILES string ... N#CN=O.N=C=O

=====

Record 3
Entry from the Open Molecules 2025 dataset: a cluster of 3 separate species, C2HN3O2S in total at a distorted geometry (wB97M-V/def2-TZVPD).

Each line ends with the natural charge from an NBO analysis.
Atoms and positions in Å:
C 3.318 -0.507 -0.875  1.0169
C 1.078 0.835 1.406  -0.2464
N 1.142 -2.972 0.839  -0.1422
N 0.806 -1.941 0.436  0.1308
N 0.411 -0.904 0.029  -0.3055
O 3.618 -1.587 -0.699  -0.5102
O 3.054 0.562 -1.057  -0.5073
S -0.130 1.252 2.262  0.3469
H 2.143 0.756 1.622  0.2170

## Properties
Energy ... -789.58916 Ha
Total charge ... 0
Largest force on an atom ... 5.6 eV Å⁻¹

=====

Record 4
Entry from the Open Molecules 2025 dataset: the molecule C2HN3O3 at a distorted geometry (wB97M-V/def2-TZVPD).

Each line ends with the natural charge from an NBO analysis.
Atoms and positions in Å:
O 1.547 -1.039 -1.259  -0.3568
N 0.426 -1.273 -0.859  0.5156
O -0.279 -2.188 -1.197  -0.3173
C -0.090 -0.268 0.043  0.1042
C 0.347 1.081 0.248  -0.0676
N -0.511 1.667 1.040  -0.0751
O -1.419 0.756 1.343  -0.0720
N -1.270 -0.384 0.771  0.0039
H 1.249 1.648 -0.129  0.2651

## Properties
Energy ... -466.59550 Ha
Total charge ... 0
Largest force on an atom ... 4.7 eV Å⁻¹
SMILES string ... O=[N+]([O-])c1cnon1

=====

Record 5
Entry from the Open Molecules 2025 dataset: the molecule C2HN3O3 at a distorted geometry (wB97M-V/def2-TZVPD).

Each line ends with the natural charge from an NBO analysis.
Atoms and positions in Å:
O 1.624 1.725 0.032  -0.4001
C 0.728 0.965 0.057  0.4819
N -0.693 1.399 -0.049  -0.2150
N -1.549 0.584 0.000  0.0582
N -1.314 -0.687 0.256  -0.1374
O -0.041 -1.142 -0.137  -0.3654
C 1.073 -0.469 0.125  0.6467
O 2.160 -1.050 0.021  -0.4754
H -1.987 -1.325 -0.306  0.4064

## Properties
Energy ... -466.65164 Ha
Total charge ... 0
Largest force on an atom ... 5.3 eV Å⁻¹
SMILES string ... O=c1nn[nH]oc1=O

=====

Record 6
Entry from the Open Molecules 2025 dataset: the molecule C2HN3O3 at a distorted geometry (wB97M-V/def2-TZVPD).

Each line ends with the natural charge from an NBO analysis.
Atoms and positions in Å:
O -2.231 -0.941 0.019  -0.4872
C -1.226 -0.331 0.038  0.7998
N -1.175 1.093 -0.076  -0.2219
N -0.070 1.598 -0.082  0.0738
N 1.059 1.026 0.123  -0.4382
C 1.216 -0.308 0.003  0.8589
O 2.213 -1.023 -0.083  -0.5221
O -0.045 -1.007 0.031  -0.4932
H 1.869 1.577 0.265  0.4301

## Properties
Energy ... -466.75073 Ha
Total charge ... 0
Largest force on an atom ... 5.5 eV Å⁻¹
SMILES string ... O=c1nn[nH]c(=O)o1

=====

Record 7
Entry from the Open Molecules 2025 dataset: the molecule C2HN3OS2 (wB97M-V/def2-TZVPD).

Each line ends with the natural charge from an NBO analysis.
Atoms and positions in Å:
S 0.393 0.848 1.998  0.2498
N 0.341 -0.267 0.809  -0.5703
S 0.869 -1.831 0.920  0.1270
C -0.173 0.132 -0.464  0.1065
C -0.376 -0.590 -1.593  0.1513
O -0.926 0.223 -2.487  -0.2724
N -1.051 1.485 -1.886  0.1251
N -0.617 1.399 -0.717  -0.1679
H -0.208 -1.622 -1.892  0.2508

## Properties
Energy ... -1112.55919 Ha
Total charge ... 0
Largest force on an atom ... 0.5 eV Å⁻¹
SMILES string ... S=[N+]([S-])c1conn1

=====

Record 8
Entry from the Open Molecules 2025 dataset: the molecule C2HN3S at a distorted geometry (wB97M-V/def2-TZVPD).

Each line ends with the natural charge from an NBO analysis.
Atoms and positions in Å:
C 0.801 -0.729 0.999  0.1823
C -0.649 0.412 -0.837  0.1842
N -0.285 -0.908 0.627  -0.0052
N -1.209 -0.581 -0.104  -0.3631
N 0.536 0.869 -0.717  -0.5175
S -0.645 1.843 -1.768  0.2742
H 1.449 -0.906 1.800  0.2451

## Properties
Energy ... -639.05451 Ha
Total charge ... 0
Largest force on an atom ... 4.5 eV Å⁻¹